Record 1
The following is a DFT calculation (ωB97M-V with the def2-TZVPD basis set) of C28H39Cl2N4NiO4 as an isolated structure.

XYZ file:
```
78
Properties=species:S:1:pos:R:3:forces:R:3
O -1.1938 -2.3059 -3.0249 1.180 -3.642 -2.784
C -0.5304 -3.2672 -3.5181 -1.571 3.010 1.182
C -1.0570 -3.7645 -4.7777 -0.506 -0.662 -1.093
C -2.2411 -3.1463 -5.2392 0.147 -0.349 -0.254
H -2.6804 -2.3399 -4.6519 0.204 -0.287 -0.179
C -2.8437 -3.5748 -6.4148 0.295 -0.192 0.133
H -3.7489 -3.0684 -6.7485 0.184 -0.256 -0.036
C -2.2874 -4.6429 -7.1314 0.299 0.034 0.287
H -2.7858 -5.0031 -8.0313 0.195 0.064 0.169
C -1.0973 -5.2499 -6.6914 -0.309 0.156 -0.149
H -0.6724 -6.0735 -7.2711 -0.101 0.284 0.222
C -0.4708 -4.8070 -5.5254 -0.405 0.498 0.349
H 0.4602 -5.2473 -5.1643 -0.261 0.010 -0.167
H 0.3984 -3.5893 -3.0265 -0.247 -0.044 -0.158
C -0.5334 -4.2775 -0.2807 0.013 -0.305 0.535
C -0.0410 -2.8988 -0.2338 -0.190 2.377 -0.374
H -0.2785 -4.8218 0.6422 -0.112 -0.319 -0.129
H -0.0858 -4.7970 -1.1348 -0.074 -0.248 0.049
H -1.6245 -4.2859 -0.4119 0.157 -0.049 0.011
C 0.5708 -2.1867 0.7174 -0.327 -0.557 -0.156
C 0.9697 -2.6051 2.1104 0.122 -0.097 0.039
H 0.8086 -1.1400 0.4978 -0.029 -0.223 0.150
H 0.8868 -3.6958 2.2475 0.084 0.316 0.079
H 0.3449 -2.0970 2.8617 0.083 -0.165 -0.100
H 1.9997 -2.2708 2.3022 -0.142 -0.234 0.071
Ni -0.7111 -1.3157 -1.5941 1.561 -0.468 2.905
Cl -2.6450 -1.1172 -0.6986 -1.573 0.172 0.509
Cl 1.3755 -1.1386 -2.2026 1.336 0.473 -0.840
H -0.9327 1.9520 -4.1126 -0.045 -0.102 0.109
H -2.9835 2.5108 -2.3692 0.149 0.095 0.162
C -0.8541 1.2209 -3.2916 0.154 -0.334 -0.038
C -2.3620 2.1262 -1.5459 -0.205 -0.215 0.141
N -1.0122 1.8705 -2.0057 0.174 0.523 -0.020
H 0.1214 0.7187 -3.3297 -0.292 0.229 -0.042
C 0.0512 2.4269 -1.3783 0.836 -0.460 -0.185
O 1.2338 2.1988 -1.6483 -1.185 0.715 -0.070
H -2.3289 2.8500 -0.7232 -0.070 -0.107 -0.192
H -0.2412 3.1195 -0.5668 0.088 -0.287 -0.099
H -1.6449 0.4650 -3.4041 0.186 0.185 -0.017
H -2.8067 1.1851 -1.1735 0.152 0.494 -0.134
H 5.8414 1.6801 0.8302 -0.050 -0.082 0.089
H 4.9680 1.7468 -1.6594 -0.133 -0.151 0.010
C 5.2730 0.7442 0.9269 -0.047 -0.049 -0.200
C 4.4764 0.7933 -1.4094 -0.216 0.069 0.246
N 4.1540 0.7444 0.0095 0.661 0.044 0.114
H 4.8902 0.6388 1.9439 0.079 0.007 -0.159
C 2.8863 0.7175 0.4789 -0.957 -0.258 0.400
O 2.5726 0.5999 1.6685 0.615 0.275 -0.843
H 3.5579 0.6792 -1.9938 0.169 0.036 0.105
H 2.1473 0.8088 -0.3376 0.162 -0.146 0.403
H 5.9516 -0.0842 0.6835 -0.066 0.059 0.144
H 5.1731 -0.0221 -1.6577 -0.216 0.117 0.026
C -1.3272 2.2990 5.6188 -0.290 0.042 -0.032
N -1.1586 1.4429 4.4646 0.113 -0.030 2.318
N -0.7829 1.9547 3.2724 0.347 0.905 -1.290
C -0.9841 1.0068 2.2639 0.329 -0.029 -1.627
O -0.6476 1.1851 1.0850 -0.514 -0.006 1.387
C -1.6068 -0.0993 2.9475 -0.302 -0.062 0.200
C -1.7170 0.2157 4.2753 0.307 0.015 -1.225
C -2.2985 -0.5726 5.3896 -0.266 -0.455 0.419
C -0.1736 3.2257 3.1085 0.283 -0.160 -0.014
C 0.8837 3.6249 3.9353 -0.092 0.249 -0.135
C 1.4316 4.9007 3.7839 -0.248 0.027 -0.260
C 0.9677 5.7470 2.7663 -0.020 -0.161 0.147
C -0.0506 5.3169 1.9056 0.269 -0.140 0.194
C -0.6163 4.0562 2.0705 -0.062 -0.085 0.254
H -0.4575 2.9476 5.7391 -0.292 -0.134 0.064
H -1.4108 1.6687 6.5067 0.038 0.201 -0.200
H -2.2299 2.9273 5.5368 0.195 -0.074 0.024
H -1.9462 -0.9819 2.4322 0.083 -0.082 0.020
H -2.3037 -0.0208 6.3354 -0.047 -0.213 -0.224
H -3.3355 -0.8614 5.1631 0.311 0.141 0.013
H -1.7384 -1.5070 5.5481 -0.096 0.322 -0.099
H 1.2679 2.9400 4.6945 -0.049 0.209 -0.349
H 2.2229 5.2271 4.4634 -0.204 -0.091 -0.310
H 1.4059 6.7399 2.6416 -0.138 -0.314 0.041
H -0.4053 5.9593 1.0985 0.138 -0.147 0.231
H -1.4075 3.6941 1.4126 0.250 0.121 0.232
```
Positions in Å, forces in eV/Å.

2S+1: 3
HOMO level (alpha / beta), Eh: -0.099 / -0.136
LUMO level (alpha / beta), eV: 1.98 / 2.00
Charge: -1


Record 2
The following is a DFT calculation (ωB97M-V with the def2-TZVPD basis set) of C28H39ClN4O5Sc as an isolated structure.

XYZ file:
```
78
Properties=species:S:1:pos:R:3:forces:R:3
Sc 0.1819 -0.9417 -1.2485 2.340 3.301 2.025
Cl 1.5230 -0.4525 -3.1951 0.891 0.815 -0.984
N -0.4841 -1.5382 1.1062 -0.224 -1.707 0.143
N -1.1959 0.7619 -2.0289 -1.115 -0.212 -1.570
C -0.3075 -2.8339 1.2569 -0.035 2.243 -0.790
C -1.8163 0.4304 -3.1353 1.200 0.382 1.801
C -0.6555 -0.9727 2.4610 0.277 -0.288 -0.259
C -0.0108 -2.0555 3.3316 0.364 -0.490 -0.100
C -2.1373 -0.8691 2.7899 -0.298 0.021 -0.030
C 0.0273 0.3717 2.5846 0.242 0.122 0.339
H -2.6335 -1.8429 2.6733 0.101 0.233 -0.010
H -2.6258 -0.1436 2.1303 0.038 -0.167 0.073
H -2.2511 -0.5410 3.8302 -0.077 0.021 -0.105
H 1.0431 0.3093 2.1855 -0.249 0.050 0.103
H 0.0766 0.6638 3.6422 -0.041 0.090 -0.136
H -0.5125 1.1474 2.0292 0.110 -0.208 0.105
C -1.3680 2.2198 -1.8328 0.118 -0.356 -0.092
C -2.3909 2.5874 -2.9070 -0.576 -0.290 -0.489
C -0.0657 2.9331 -2.1104 0.414 -0.071 0.079
C -1.8752 2.5048 -0.4300 -0.243 0.044 0.048
H -2.8034 1.9459 -0.2584 0.145 0.081 0.096
H -2.0850 3.5766 -0.3308 0.033 -0.112 0.102
H -1.1337 2.2193 0.3251 -0.102 0.051 -0.231
H 0.2787 2.6941 -3.1243 -0.019 0.077 0.161
H 0.7133 2.6159 -1.4040 -0.328 0.188 -0.403
H -0.2217 4.0147 -2.0180 0.073 -0.022 -0.033
O -2.5317 1.3804 -3.7186 -0.285 0.863 -0.392
H -2.0641 3.3863 -3.5825 -0.025 -0.143 0.233
H -3.3810 2.8289 -2.5030 0.081 -0.059 -0.069
O -0.0550 -3.2529 2.4865 -0.098 -0.082 1.273
H -0.5438 -2.2912 4.2604 0.096 0.114 -0.234
H 1.0481 -1.8493 3.5490 -0.219 -0.045 -0.061
C -0.4351 -3.8372 0.1491 0.366 0.681 0.678
C -1.8103 -0.9429 -3.7258 0.252 1.065 -0.006
C -2.1708 -1.8329 -2.5858 -1.190 -1.948 0.159
H -0.7844 -1.1304 -4.0791 -0.267 -0.046 0.075
H -2.5091 -0.9813 -4.5684 0.129 -0.022 0.223
C -1.1598 -2.3207 -1.7186 -2.080 0.092 0.944
C -1.5094 -3.2718 -0.7256 -1.206 -0.926 -1.304
H 0.3487 -2.1956 -2.1655 0.071 -3.153 -1.792
C -2.8504 -3.5624 -0.4773 0.597 -0.057 -0.373
C -3.8329 -2.9338 -1.2446 -0.671 -0.233 0.353
C -3.2538 -4.4819 0.6430 -0.293 -0.053 0.119
C -3.5142 -2.0959 -2.3089 0.827 -0.072 -0.468
H -4.8834 -3.1231 -1.0153 0.164 -0.011 -0.066
C -4.6016 -1.4505 -3.1229 -0.303 0.028 0.055
H -5.5770 -1.7547 -2.7278 0.073 0.105 -0.130
H -4.5509 -1.7476 -4.1792 -0.048 0.072 0.166
H -4.5438 -0.3525 -3.0845 -0.035 -0.242 -0.055
H -2.7411 -5.4508 0.5821 -0.125 0.157 0.063
H -4.3347 -4.6596 0.5883 0.195 -0.044 0.108
H -3.0387 -4.0471 1.6321 0.015 -0.137 -0.184
H -0.6718 -4.8212 0.5706 0.072 0.265 -0.026
H 0.5418 -3.8885 -0.3551 -0.249 -0.016 -0.123
C 2.5783 3.3551 2.5321 -0.269 0.191 -0.037
C 3.3772 2.0638 2.5427 0.279 -0.555 0.115
C 3.8216 1.4714 1.1694 0.031 -0.219 -0.191
C 5.0213 2.2527 0.5392 0.073 -0.736 0.104
C 4.8375 3.7376 0.3140 -0.028 0.363 -0.265
C 4.3403 0.0465 1.4371 -0.501 -0.137 -0.422
O 5.2303 -0.2133 2.2141 0.184 0.134 0.062
N 3.7422 -0.9727 0.6975 0.914 -0.301 0.656
C 2.5100 -0.9069 0.0915 -0.824 0.244 -0.596
O 1.9807 -1.9582 -0.3594 0.923 1.028 1.044
N 1.9088 0.2894 -0.0274 0.426 -0.110 0.103
C 2.6305 1.4337 0.1831 -0.549 0.532 -0.617
O 2.3067 2.4828 -0.3866 0.481 -0.796 1.070
H 3.0500 4.1200 1.9114 -0.315 -0.144 0.186
H 2.5089 3.7359 3.5580 0.004 -0.036 -0.113
H 1.5541 3.1944 2.1733 0.251 0.067 -0.052
H 4.2938 2.1965 3.1371 -0.165 -0.086 -0.179
H 2.7890 1.2912 3.0643 0.195 0.207 -0.060
H 5.8992 2.0844 1.1820 -0.252 -0.083 -0.123
H 5.2376 1.7682 -0.4255 -0.033 0.100 0.190
H 4.9311 4.3061 1.2443 0.004 -0.040 -0.149
H 5.6184 4.0869 -0.3692 -0.035 0.032 0.106
H 3.8633 3.9200 -0.1500 0.323 0.134 0.141
H 4.1095 -1.9101 0.8320 0.000 0.265 0.019
```
Positions in Å, forces in eV/Å.

2S+1: 1
HOMO level (alpha / beta), Eh: -0.063 / -0.063
LUMO level (alpha / beta), eV: 2.55 / 2.55
Charge: -1


Record 3
The following is a DFT calculation (ωB97M-V with the def2-TZVPD basis set) of an isolated ion of composition C28H39N2O3 and charge +1.

XYZ file:
```
72
Properties=species:S:1:pos:R:3:forces:R:3
C -1.6829 4.5426 -1.2362 -0.078 -0.240 0.037
C -1.5450 3.1299 -0.6827 0.234 0.101 0.025
C -0.5811 3.0486 0.5046 -0.184 -0.069 0.040
C -1.1779 3.5395 1.8283 -0.043 -0.086 -0.094
C -2.2120 2.5926 2.4441 0.334 -0.026 0.050
C -1.5842 1.3109 2.9912 -0.278 0.028 0.036
C -2.5996 0.3019 3.5337 0.066 0.030 -0.130
C -3.6515 -0.1804 2.5271 0.170 0.013 -0.037
C -3.1053 -0.5872 1.1578 0.062 -0.223 0.029
C -2.1381 -1.7661 1.2195 -0.247 0.398 0.551
O -1.4895 -1.9501 -0.0567 -0.116 -0.261 -0.419
C -0.5070 -1.1383 -0.3333 0.208 0.154 -0.551
O -0.0602 -0.2679 0.3707 -0.135 -0.030 0.149
C 0.0917 -1.3907 -1.7332 -0.429 -0.519 0.592
N 0.9419 -0.2726 -2.0329 0.680 0.192 0.099
C 1.9755 0.1266 -1.2790 0.150 -0.032 -0.148
C 2.7374 -0.6511 -0.2473 0.269 0.130 0.462
O 2.3542 -1.9887 -0.1608 -0.090 -0.057 -0.075
C 1.7590 -2.4834 0.9961 -0.099 -0.321 0.216
C 1.8242 -1.8940 2.2484 0.206 0.168 -0.168
C 1.1723 -2.4984 3.3116 0.010 -0.001 -0.035
C 0.4713 -3.6762 3.1398 -0.008 -0.038 -0.023
C 0.4231 -4.2890 1.8925 0.003 0.172 0.071
C -0.2993 -5.5831 1.6942 0.052 -0.076 -0.003
C 1.0708 -3.6798 0.8282 0.219 0.239 -0.057
N 2.3458 1.3658 -1.6238 -0.388 -0.730 0.017
C 3.4160 2.1156 -1.0230 0.551 0.222 0.381
C 1.5027 1.8149 -2.6220 -0.831 -0.256 -0.520
C 1.4259 3.0188 -3.3097 0.056 -0.067 0.087
C 0.4244 3.1409 -4.2513 0.057 0.012 0.055
C -0.4717 2.1016 -4.5077 -0.034 -0.085 0.047
C -0.4023 0.9004 -3.8308 0.042 -0.036 0.084
C 0.5986 0.7704 -2.8773 0.248 0.847 -0.260
H -0.7186 4.9166 -1.5753 0.102 0.082 -0.038
H -2.0650 5.2196 -0.4777 -0.041 0.161 0.045
H -2.3700 4.5551 -2.0788 -0.069 0.104 -0.091
H -2.5289 2.7656 -0.3842 -0.065 -0.129 -0.036
H -1.1850 2.4743 -1.4819 -0.070 -0.053 -0.005
H -0.2482 2.0168 0.6237 0.085 0.021 0.019
H 0.3007 3.6532 0.2732 0.111 0.011 -0.040
H -0.3662 3.6812 2.5456 -0.007 0.096 0.064
H -1.6424 4.5135 1.6672 0.049 0.109 0.054
H -2.9691 2.3522 1.6979 -0.155 -0.002 -0.031
H -2.7174 3.1122 3.2607 -0.121 -0.005 -0.011
H -0.9073 1.5776 3.8067 0.092 0.009 -0.011
H -0.9815 0.8344 2.2200 0.089 -0.031 -0.016
H -3.1311 0.7493 4.3760 0.021 -0.066 0.099
H -2.0500 -0.5588 3.9224 -0.006 -0.021 0.112
H -4.3812 0.6141 2.3655 -0.088 -0.056 0.006
H -4.1862 -1.0253 2.9653 -0.136 0.022 0.021
H -3.9395 -0.8499 0.5037 0.035 0.032 -0.061
H -2.5860 0.2617 0.7114 0.023 0.049 -0.068
H -1.3671 -1.6024 1.9759 -0.030 -0.107 -0.078
H -2.6539 -2.7063 1.4125 0.083 0.048 -0.014
H -0.7015 -1.4694 -2.4753 0.118 0.041 0.027
H 0.6612 -2.3224 -1.7086 -0.169 0.149 -0.080
H 3.8028 -0.6223 -0.5269 -0.204 0.060 0.053
H 2.6273 -0.1250 0.7095 0.032 -0.006 -0.223
H 2.3703 -0.9813 2.4294 0.029 0.078 -0.007
H 1.2189 -2.0359 4.2855 0.014 0.049 0.094
H -0.0329 -4.1293 3.9792 -0.065 -0.067 0.100
H -0.7686 -5.6226 0.7140 -0.069 -0.049 -0.053
H -1.0574 -5.7269 2.4594 -0.071 -0.049 0.019
H 0.4059 -6.4114 1.7605 -0.016 -0.103 -0.006
H 1.0579 -4.1414 -0.1477 -0.012 -0.061 -0.161
H 3.4729 3.0927 -1.4949 -0.011 -0.069 0.029
H 3.2338 2.2497 0.0442 -0.025 0.043 -0.057
H 4.3701 1.6039 -1.1585 -0.041 0.051 -0.042
H 2.1118 3.8287 -3.1237 0.078 0.104 0.026
H 0.3285 4.0623 -4.8028 0.010 0.099 -0.047
H -1.2389 2.2432 -5.2517 -0.078 -0.004 -0.075
H -1.1013 0.1072 -4.0397 -0.082 -0.095 -0.023
```
Positions in Å, forces in eV/Å.

2S+1: 1
SMILES: CCCCCCCCCCOC(=O)Cn1c(COc2cccc(C)c2)[n+](C)c2ccccc21
HOMO level, Eh: -0.422
LUMO level, eV: -2.71
Charge: +1


no.,electronic energy (eV)
1,-109907.5222
2,-79094.0436
3,-38787.2498